1.
Density functional theory data (ωB97M-V/def2-TZVPD) for C7H10N2 in the gas phase at a distorted geometry.

Structure (XYZ):
```
19
Properties=species:S:1:pos:R:3:nbo_charge:R:1
C -1.615 0.101 -0.102 0.441
C -0.747 1.244 0.163 -0.490
C 0.616 0.822 0.753 -0.255
C 1.747 1.023 -0.258 -0.195
C 2.182 -0.155 -0.736 -0.185
C 1.251 -1.250 -0.316 -0.448
C 0.425 -0.671 0.853 -0.041
H -3.175 0.598 -1.222 0.346
H -1.169 1.857 0.991 0.238
H -0.776 1.893 -0.681 0.230
H 0.912 1.354 1.696 0.220
H 1.982 1.965 -0.728 0.211
H 3.047 -0.138 -1.463 0.220
H 1.791 -2.162 -0.056 0.210
H 0.595 -1.460 -1.112 0.230
H 0.741 -0.989 1.848 0.212
H -1.545 -1.770 0.733 0.413
N -2.652 -0.145 -0.776 -0.739
N -0.998 -0.974 0.470 -0.618
```

Orbital gap   9.496 eV
E   -10399.935 eV
HOMO energy   -8.56 eV
F_max   3.56 eV/Å
Charge   0



2.
Density functional theory data (ωB97M-V/def2-TZVPD) for a molecular structure, C9H10F3NO3SSr at a distorted geometry.

Structure (XYZ):
```
28
Properties=species:S:1:pos:R:3:nbo_charge:R:1
C -1.577 1.116 -1.433 -0.348
C -0.359 1.808 -1.666 -0.358
C -0.054 2.571 -0.503 -0.425
C -1.088 2.347 0.453 -0.427
C -2.031 1.446 -0.125 -0.413
Sr 0.400 -0.236 0.682 1.775
C 0.949 -1.738 -1.820 -0.975
C -0.287 -2.364 -1.433 0.190
C -1.129 -2.985 -2.383 -0.847
N -0.652 -2.292 -0.116 -1.156
H 0.782 3.258 -0.385 0.195
H 0.223 1.783 -2.587 0.199
H -1.169 2.827 1.425 0.198
H -2.952 1.095 0.342 0.190
H -2.081 0.450 -2.139 0.216
H 1.051 -1.409 -2.848 0.180
H -1.568 -2.722 0.048 0.318
H 1.832 -1.809 -1.170 0.146
H -0.790 -3.021 -3.409 0.161
H -2.073 -3.424 -2.083 0.147
F 4.067 1.069 4.396 -0.330
C 2.762 0.706 4.438 0.707
F 2.694 -0.638 4.598 -0.324
F 2.191 1.299 5.515 -0.328
S 1.909 1.224 2.860 2.291
O 2.058 2.654 2.804 -0.934
O 2.580 0.440 1.783 -1.023
O 0.523 0.703 3.005 -1.026
```

Orbital gap   3.105 eV
E   -36950.993 eV
HOMO energy   1.58 eV
F_max   2.82 eV/Å
Charge   -2



3.
Density functional theory data (ωB97M-V/def2-TZVPD) for 3 unconnected molecules or ions with the total composition C3H13NO2S at a distorted geometry.

Structure (XYZ):
```
20
Properties=species:S:1:pos:R:3:nbo_charge:R:1
C 1.455 -0.349 -1.676 -0.415
N 0.082 -0.392 -1.201 -0.652
C -0.121 0.481 -0.058 -0.237
C -1.499 0.273 0.573 -0.533
S -1.557 0.317 2.383 -0.030
H 2.196 -0.287 -0.884 0.205
H 1.688 0.450 -2.390 0.174
H 1.630 -1.284 -2.175 0.199
H -0.623 -0.217 -1.898 0.364
H 0.649 0.383 0.709 0.215
H 0.068 1.540 -0.258 0.160
H -2.250 0.985 0.222 0.217
H -1.886 -0.671 0.190 0.220
H -0.561 -0.565 2.560 0.119
H 0.700 2.922 2.418 0.487
H 0.805 3.195 0.835 0.476
O 1.098 2.676 1.583 -0.959
H -0.852 -2.531 -0.808 0.491
H -0.129 -3.558 0.209 0.475
O -0.894 -3.368 -0.334 -0.973
```

Orbital gap   9.575 eV
E   -19741.410 eV
HOMO energy   -8.94 eV
F_max   1.42 eV/Å
Charge   0



4.
Density functional theory data (ωB97M-V/def2-TZVPD) for a molecular structure, C35H55FeN4OP2S at a distorted geometry.

Structure (XYZ):
```
99
Properties=species:S:1:pos:R:3:lowdin_charge:R:1
C -2.956 1.132 0.189 -0.308
C -2.281 -0.058 -1.747 -0.282
C -4.200 1.408 -0.390 -0.006
C -3.509 0.214 -2.375 -0.008
C -4.483 0.932 -1.680 -0.024
H -4.929 2.009 0.161 0.121
H -3.682 -0.137 -3.396 0.120
H -5.452 1.144 -2.145 0.120
N -2.038 0.369 -0.472 0.022
P -0.662 1.997 1.514 1.105
P -0.142 -1.820 -1.276 1.160
C -2.529 1.708 1.516 -0.223
H -3.132 2.599 1.763 0.092
H -2.678 0.961 2.318 0.081
C -1.104 -0.665 -2.446 -0.287
H -1.396 -1.119 -3.404 0.104
C 1.418 -2.331 -2.294 -0.621
C -1.278 -3.341 -1.025 -0.645
C -0.399 3.639 0.562 -0.639
C -0.261 2.264 3.368 -0.640
C 2.663 -1.615 -1.724 -0.139
H 3.001 -2.090 -0.790 0.031
H 3.475 -1.705 -2.470 0.098
H 2.490 -0.551 -1.517 0.034
C 1.681 -3.844 -2.141 -0.095
H 1.912 -4.109 -1.095 0.072
H 0.845 -4.469 -2.491 0.068
H 2.566 -4.101 -2.752 0.098
C 1.260 -1.968 -3.785 -0.070
H 1.931 -2.613 -4.382 0.098
H 0.233 -2.121 -4.155 0.068
H 1.551 -0.923 -3.979 0.078
C -0.586 -4.339 -0.068 -0.100
H 0.233 -3.853 0.484 0.060
H -1.331 -4.688 0.671 0.085
H -0.188 -5.223 -0.584 0.076
C -2.574 -2.865 -0.331 -0.100
H -2.376 -2.108 0.441 0.035
H -3.303 -2.458 -1.049 0.079
H -3.040 -3.739 0.161 0.097
C -1.674 -4.027 -2.348 -0.077
H -1.251 -3.499 -3.221 0.063
H -1.360 -5.081 -2.394 0.083
H -2.775 -4.003 -2.447 0.086
C 1.255 2.511 3.516 -0.099
H 1.597 2.058 4.465 0.087
H 1.818 2.039 2.694 0.036
H 1.508 3.583 3.549 0.076
C -0.601 0.969 4.131 -0.119
H -1.620 0.607 3.918 0.067
H 0.107 0.162 3.890 0.024
H -0.539 1.180 5.215 0.100
C -1.074 3.413 4.001 -0.081
H -1.431 3.086 4.995 0.086
H -0.489 4.333 4.143 0.081
H -1.966 3.656 3.399 0.061
C -0.845 3.404 -0.897 -0.093
H -1.515 4.201 -1.262 0.095
H 0.055 3.402 -1.540 0.074
H -1.340 2.428 -1.012 0.036
C 1.122 3.913 0.560 -0.097
H 1.669 2.972 0.376 0.069
H 1.353 4.623 -0.258 0.096
H 1.471 4.361 1.503 0.070
C -1.175 4.852 1.106 -0.091
H -2.265 4.677 1.114 0.081
H -0.856 5.145 2.118 0.063
H -0.985 5.714 0.439 0.097
Fe -0.049 -0.042 0.375 0.126
C -0.747 -1.124 1.814 -0.160
O -1.055 -1.854 2.690 0.098
N 0.477 0.933 -1.474 0.045
C -0.093 0.543 -2.551 -0.420
C 0.102 1.210 -3.869 -0.190
C 1.331 1.870 -4.106 -0.044
C -0.873 1.230 -4.888 -0.030
C 1.575 2.518 -5.318 -0.073
H 2.075 1.852 -3.303 0.110
C -0.630 1.885 -6.104 -0.078
H -1.839 0.738 -4.736 0.095
C 0.594 2.530 -6.326 -0.081
H 2.535 3.019 -5.484 0.107
H -1.402 1.891 -6.881 0.107
H 0.785 3.039 -7.277 0.107
S 2.180 -0.493 1.345 0.788
C 2.233 -1.513 2.684 -0.664
N 3.037 -2.693 2.626 0.034
C 3.700 -3.237 3.819 -0.171
C 3.121 -2.732 5.157 -0.173
C 2.900 -1.234 5.055 -0.207
N 1.953 -1.027 3.987 -0.066
H 3.354 -3.029 1.707 0.136
H 4.762 -2.915 3.768 0.132
H 3.669 -4.346 3.825 0.128
H 3.796 -2.983 6.004 0.129
H 2.139 -3.218 5.358 0.126
H 3.856 -0.709 4.842 0.139
H 2.487 -0.829 6.009 0.139
H 1.083 -1.479 4.313 0.124
```

Orbital gap (alpha / beta)   6.219 / 6.572 eV
E   -108989.387 eV
HOMO energy (alpha / beta)   -9.26 / -9.85 eV
2S+1   5
F_max   6.31 eV/Å
Charge   +1



5.
Density functional theory data (ωB97M-V/def2-TZVPD) for a molecular structure, C4H8Br2NO2Pd at a distorted geometry.

Structure (XYZ):
```
18
Properties=species:S:1:pos:R:3:nbo_charge:R:1
Pd 0.203 0.109 0.445 1.041
Br 2.771 -0.415 0.543 0.439
C 2.787 -0.244 2.468 -0.494
Br 0.891 -0.110 2.920 0.351
H 3.281 0.680 2.741 0.300
H 3.176 -1.160 2.900 0.307
N -2.224 0.021 -0.119 -0.556
C -2.921 1.243 0.213 -0.279
C -2.563 2.441 -0.626 -0.519
C -1.158 2.883 -0.229 0.770
O -1.024 4.158 -0.103 0.037
O -0.220 2.099 -0.088 -0.616
H -2.193 -0.217 -1.116 0.447
H -2.553 -0.795 0.409 0.456
H -2.860 1.423 1.291 0.290
H -4.010 1.024 0.051 0.383
H -3.271 3.263 -0.489 0.335
H -2.472 2.238 -1.700 0.308
```

Orbital gap (alpha / beta)   11.025 / 5.747 eV
E   -153388.761 eV
HOMO energy (alpha / beta)   -22.87 / -23.17 eV
2S+1   5
F_max   1.31 eV/Å
Charge   +3



6.
Density functional theory data (ωB97M-V/def2-TZVPD) for 3 unconnected molecules or ions with the total composition C4H17N2O2 at a distorted geometry.

Structure (XYZ):
```
25
Properties=species:S:1:pos:R:3:nbo_charge:R:1
N 1.155 -0.286 -1.698 -0.704
C 0.630 0.205 -0.315 -0.028
C 1.639 -0.275 0.708 -0.651
C -0.837 -0.180 -0.115 -0.247
N -1.350 0.606 1.022 -0.639
C -2.684 1.207 0.750 -0.418
H 0.511 -0.146 -2.479 0.433
H 2.080 0.114 -1.841 0.438
H 1.197 -1.317 -1.634 0.456
H 0.680 1.275 -0.477 0.255
H 1.382 -1.289 1.042 0.222
H 1.776 0.385 1.546 0.282
H 2.623 -0.393 0.240 0.207
H -1.348 0.181 -1.027 0.193
H -0.921 -1.272 0.004 0.203
H -1.481 -0.022 1.795 0.368
H -3.079 1.487 1.720 0.217
H -2.514 2.144 0.204 0.200
H -3.359 0.555 0.197 0.187
H 1.215 3.189 1.399 0.487
H 0.102 2.156 1.713 0.502
O 0.886 2.323 1.171 -0.981
H -0.200 -3.755 -1.173 0.505
H 1.331 -3.710 -1.503 0.496
O 0.566 -3.184 -1.248 -0.984
```

Orbital gap   9.876 eV
E   -11492.538 eV
HOMO energy   -12.86 eV
F_max   1.87 eV/Å
Charge   +1



7.
Density functional theory data (ωB97M-V/def2-TZVPD) for 11 unconnected molecules or ions with the total composition C25H72O16 at a distorted geometry.

Structure (XYZ):
```
113
Properties=species:S:1:pos:R:3:lowdin_charge:R:1
C -3.755 -2.185 0.213 -0.207
C -4.362 -2.565 1.572 -0.227
O -4.697 -3.969 1.664 -0.078
O -4.767 -2.095 -0.831 -0.064
H -2.950 -2.877 -0.037 0.097
H -3.311 -1.199 0.348 0.104
H -5.251 -1.962 1.760 0.112
H -3.709 -2.331 2.413 0.103
H -5.324 -4.155 2.367 0.079
H -4.749 -2.981 -1.198 0.076
C 0.652 -2.187 2.138 -0.180
C 1.869 -1.700 3.005 -0.210
O 2.385 -0.481 2.511 -0.092
O 1.046 -2.441 0.789 -0.089
H -0.112 -1.411 2.189 0.109
H 0.292 -3.067 2.670 0.108
H 2.633 -2.475 3.059 0.123
H 1.539 -1.560 4.034 0.099
H 1.756 0.241 2.580 0.041
H 1.310 -1.642 0.328 0.039
C 0.079 1.120 4.725 -0.179
C 1.238 0.982 5.683 -0.246
O 1.773 2.241 6.089 -0.048
O 0.660 1.334 3.400 -0.100
H -0.688 1.839 5.012 0.122
H -0.419 0.152 4.679 0.110
H 1.947 0.302 5.211 0.111
H 0.766 0.475 6.525 0.119
H 2.362 2.012 6.811 0.081
H 0.281 2.106 2.975 0.043
C -2.309 1.318 -4.733 -0.265
C -2.227 2.456 -5.773 -0.249
O -1.141 3.249 -5.416 -0.064
O -2.629 1.834 -3.480 -0.060
H -1.356 0.790 -4.746 0.105
H -3.044 0.567 -5.024 0.119
H -3.168 3.005 -5.790 0.116
H -1.955 2.118 -6.773 0.123
H -1.271 3.597 -4.531 0.079
H -3.426 1.380 -3.198 0.092
C -3.525 1.643 2.565 -0.181
C -3.683 2.953 3.446 -0.209
O -5.072 3.128 3.798 -0.081
O -3.277 0.483 3.417 -0.085
H -2.617 1.832 1.992 0.082
H -4.390 1.536 1.909 0.116
H -3.357 3.805 2.849 0.099
H -3.077 2.979 4.351 0.113
H -5.472 3.345 2.952 0.073
H -4.105 0.086 3.698 0.076
C 1.785 4.356 -1.658 -0.078
C 3.017 3.452 -1.640 -0.261
O 2.997 2.508 -0.556 -0.083
H 1.635 4.834 -2.626 0.083
H 1.966 5.072 -0.856 0.062
H 0.842 3.880 -1.389 0.063
H 3.965 3.989 -1.660 0.119
H 2.961 2.876 -2.564 0.101
H 3.403 2.903 0.219 0.102
C -0.674 5.366 0.921 -0.064
C 0.572 4.635 1.498 -0.280
O 0.180 4.061 2.762 -0.091
H -0.895 6.251 1.518 0.071
H -1.571 4.748 0.890 0.066
H -0.428 5.777 -0.058 0.062
H 1.407 5.321 1.638 0.114
H 0.974 3.905 0.796 0.053
H 0.567 4.569 3.480 0.099
C 4.443 -2.055 -0.956 -0.093
C 4.454 -2.672 0.435 -0.292
O 4.709 -1.646 1.388 -0.081
H 3.920 -1.099 -0.997 0.053
H 4.059 -2.740 -1.712 0.064
H 5.415 -1.761 -1.351 0.070
H 5.282 -3.381 0.416 0.109
H 3.486 -3.150 0.584 0.093
H 3.890 -1.298 1.748 0.019
C -1.138 -5.552 1.022 -0.053
C -0.346 -5.601 -0.295 -0.432
C -0.884 -4.562 -1.290 -0.059
O 1.074 -5.342 -0.061 -0.062
H -0.956 -6.433 1.637 0.074
H -2.209 -5.550 0.819 0.067
H -0.882 -4.687 1.635 0.058
H -0.485 -6.611 -0.681 0.131
H -0.767 -3.529 -0.963 0.039
H -1.947 -4.720 -1.474 0.074
H -0.253 -4.599 -2.178 0.081
H 1.115 -4.404 0.138 0.032
C -0.390 -0.825 -1.354 -0.035
C 0.283 0.500 -0.942 -0.437
C -0.594 1.359 -0.002 -0.021
O 1.501 0.122 -0.321 -0.069
H -0.916 -1.297 -0.524 0.060
H 0.426 -1.475 -1.670 0.065
H -1.021 -0.578 -2.207 0.082
H 0.501 1.037 -1.865 0.119
H -0.959 0.879 0.906 0.062
H -1.433 1.761 -0.570 0.083
H 0.088 2.117 0.382 0.050
H 2.097 0.867 -0.431 0.048
C 2.630 -0.042 -3.872 -0.068
C 2.329 -1.511 -4.158 -0.421
C 1.604 -1.722 -5.530 -0.045
O 3.602 -2.216 -4.140 -0.065
H 1.705 0.526 -3.776 0.062
H 3.244 0.485 -4.602 0.089
H 3.015 0.192 -2.880 0.061
H 1.640 -1.899 -3.408 0.112
H 1.299 -2.765 -5.614 0.071
H 2.252 -1.582 -6.395 0.075
H 0.717 -1.099 -5.646 0.063
H 4.305 -1.563 -4.160 0.075
```

Orbital gap   9.122 eV
E   -59848.401 eV
HOMO energy   -8.95 eV
F_max   2.79 eV/Å
Charge   0



8.
Density functional theory data (ωB97M-V/def2-TZVPD) for a molecular structure, C37H24BrIIrN6O4S2 at a distorted geometry.

Structure (XYZ):
```
76
Properties=species:S:1:pos:R:3:lowdin_charge:R:1
Ir -0.052 1.281 0.255 0.663
I 0.662 0.513 2.768 0.472
C -0.192 3.823 2.554 -0.263
C -0.049 4.544 3.700 -0.002
C 0.915 5.566 3.766 -0.064
C 1.639 5.874 2.655 -0.033
C 1.498 5.129 1.457 -0.154
C 2.224 5.511 0.303 -0.038
C 2.104 4.797 -0.847 -0.070
C 1.345 3.609 -0.866 -0.143
C 0.659 3.156 0.234 -0.316
C 0.631 3.999 1.406 -0.108
H -0.695 4.325 4.539 0.126
H 1.044 6.123 4.684 0.108
H 2.342 6.697 2.666 0.114
H 2.860 6.386 0.355 0.113
H 2.626 5.105 -1.744 0.109
H 1.337 3.014 -1.770 0.071
S -0.475 0.770 -1.967 0.819
C 0.728 -0.427 -2.267 -0.626
C 0.536 -1.335 -3.319 -0.038
C 1.504 -2.267 -3.626 -0.170
C 1.270 -3.206 -4.686 -0.169
N 1.085 -3.947 -5.543 0.181
C 2.718 -2.291 -2.899 -0.163
C 2.918 -1.403 -1.865 -0.062
C 1.917 -0.488 -1.511 -0.646
S 2.121 0.595 -0.192 0.665
C 3.743 -3.243 -3.222 -0.162
N 4.577 -3.993 -3.469 0.195
H -0.386 -1.310 -3.885 0.124
H 3.843 -1.431 -1.306 0.105
C -4.594 -0.994 0.494 -0.076
O -3.180 -1.022 0.456 -0.063
C -2.670 -2.271 0.362 -0.205
C -3.481 -3.392 0.303 -0.070
C -2.899 -4.651 0.274 -0.667
Br -4.034 -6.167 0.223 0.752
C -1.541 -4.822 0.297 -0.071
C -0.713 -3.696 0.348 -0.053
C -1.272 -2.423 0.384 -0.147
O -0.421 -1.321 0.397 -0.174
C 0.739 -3.952 0.345 -0.240
N 1.236 -5.158 0.272 0.179
C 2.607 -4.994 0.299 -0.220
C 3.625 -5.946 0.233 -0.011
C 4.928 -5.498 0.282 -0.091
C 5.230 -4.131 0.405 -0.088
C 4.238 -3.175 0.474 -0.040
C 2.925 -3.635 0.407 -0.195
N 1.710 -2.986 0.435 0.181
H -5.024 -1.398 -0.426 0.103
H -4.884 0.042 0.593 0.085
H -4.975 -1.552 1.353 0.103
H -4.557 -3.307 0.296 0.090
H -1.085 -5.799 0.269 0.108
H -0.020 -1.257 1.292 -0.084
H 3.387 -6.997 0.140 0.111
H 5.741 -6.210 0.226 0.099
H 6.267 -3.823 0.443 0.102
H 4.472 -2.125 0.582 0.106
H 1.569 -1.992 0.405 0.080
C -4.827 3.743 -1.458 0.008
N -3.897 3.546 -0.348 -0.028
C -4.101 4.119 0.850 -0.019
C -3.226 3.922 1.862 0.050
C -2.143 3.062 1.596 -0.332
O -1.247 2.890 2.570 -0.106
N -1.955 2.416 0.466 0.100
C -2.802 2.700 -0.605 -0.469
O -2.660 2.265 -1.720 -0.014
H -5.493 4.565 -1.210 0.094
H -5.402 2.834 -1.631 0.105
H -4.267 3.971 -2.360 0.100
H -4.977 4.747 0.941 0.140
H -3.325 4.395 2.824 0.129
```

Orbital gap (alpha / beta)   6.965 / 5.274 eV
E   -158543.251 eV
HOMO energy (alpha / beta)   -7.89 / -8.07 eV
2S+1   2
F_max   1.23 eV/Å
Charge   0